DFT (wB97M-V/def2-TZVPD) results for the ion C6H15N with charge +1 at a distorted geometry.

HOMO energy (alpha / beta): -14.673 / -14.659 eV
E_tot: -7945.8635 eV
Kohn-Sham gap (alpha / beta): 11.48 / 6.63 eV
M: 101.2 u
relative energy (zero: lowest compared OMol25 entry of this formula, charge and spin): 149.8 kJ/mol
F_max: 3.5 eV/A
2S+1: 2
net charge: +1
expectation value of S²: 0.75

Element x y z (Å)
C: -2.05 -1.21 -0.10
C: -1.25 0.13 0.24
C: 0.06 -0.06 0.94
C: 1.04 -0.89 0.03
C: 1.42 0.07 -1.20
C: 2.34 1.23 -0.69
N: -2.11 0.85 1.10
H: -2.05 -1.55 -1.17
H: -1.63 -2.03 0.57
H: -3.20 -1.23 0.21
H: -1.27 0.60 -0.77
H: 0.57 0.86 1.16
H: -0.15 -0.56 1.87
H: 1.92 -1.09 0.71
H: 0.60 -1.78 -0.38
H: 2.06 -0.55 -1.89
H: 0.67 0.55 -1.86
H: 2.06 1.60 0.27
H: 2.47 2.02 -1.39
H: 3.32 0.81 -0.53
H: -2.15 0.64 2.07
H: -2.68 1.57 0.80